[1]
A structure of composition C46H36IN13O2S2V in a non-equilibrium geometry. Source: OMol25; level of theory: ωB97M-V/def2-TZVPD.

* orbital gap (alpha / beta): 6.501 / 7.312 eV
* energy above the lowest of the compared OMol25 structures with the same formula, charge and spin: 30.6 kcal/mol
* expectation value of S²: 3.786
* HOMO energy (alpha / beta): -6.50 / -7.64 eV

Structure (ORCA input):
```
! RIJCOSX wB97M-V def2-TZVPD def2/J DEFGRID3
* xyz 0 4
V -0.468 0.928 -0.712
C -2.844 2.578 2.476
C -2.185 1.669 1.495
N -1.105 1.968 0.829
N -0.585 3.263 0.896
C -0.329 3.637 -0.342
O -0.605 2.919 -1.365
C 0.452 4.898 -0.484
C 1.065 5.146 -1.708
C 1.926 6.225 -1.855
C 2.171 7.066 -0.779
C 1.542 6.833 0.439
C 0.688 5.753 0.590
C -2.785 0.420 1.057
C -3.911 -0.147 1.653
C -4.456 -1.288 1.108
C -3.868 -1.849 -0.023
C -2.758 -1.236 -0.563
N -2.219 -0.124 -0.048
H -2.295 3.513 2.531
H -3.875 2.788 2.182
H -2.870 2.125 3.470
H 0.859 4.475 -2.532
H 2.407 6.406 -2.808
H 2.851 7.901 -0.887
H 1.729 7.491 1.278
H 0.207 5.552 1.537
H -4.343 0.317 2.529
H -5.335 -1.739 1.551
H -4.270 -2.738 -0.490
H -2.272 -1.622 -1.449
S -1.132 0.349 -3.159
C -0.033 -0.913 -2.866
N 0.472 -1.129 -1.669
C 1.442 -2.122 -1.700
C 2.145 -2.592 -0.594
C 3.090 -3.585 -0.774
C 3.333 -4.130 -2.037
C 2.621 -3.691 -3.139
C 1.676 -2.688 -2.961
S 0.629 -1.936 -4.126
H 1.934 -2.172 0.380
H 3.648 -3.943 0.078
H 4.076 -4.909 -2.153
H 2.796 -4.120 -4.117
C -0.876 -5.990 1.161
N -1.039 -4.832 2.017
C -0.553 -3.587 1.902
N -0.835 -2.884 2.979
C -1.501 -3.781 3.750
N -1.645 -4.974 3.216
C 0.308 -6.848 1.539
C 0.115 -8.186 1.849
C 1.186 -8.991 2.218
C 2.461 -8.460 2.281
C 2.660 -7.118 1.964
C 1.588 -6.314 1.600
C 4.022 -6.587 1.984
N 5.124 -7.239 1.869
N 6.143 -6.286 1.865
C 5.567 -5.143 1.974
O 4.218 -5.247 2.073
C 6.185 -3.816 1.936
C 7.425 -3.692 1.311
C 8.014 -2.446 1.205
C 7.366 -1.328 1.716
C 6.142 -1.451 2.359
C 5.472 -0.224 2.930
N 4.043 -0.185 2.668
C 3.376 -0.257 1.509
N 2.071 -0.209 1.726
C 2.006 -0.111 3.080
N 3.167 -0.102 3.693
C 5.549 -2.703 2.466
H -0.794 -5.635 0.132
H -1.792 -6.569 1.261
H -0.025 -3.237 1.027
H -1.893 -3.547 4.726
H -0.885 -8.603 1.817
H 1.021 -10.031 2.463
H 3.309 -9.069 2.562
H 1.763 -5.273 1.353
H 7.899 -4.575 0.903
H 8.970 -2.341 0.710
H 7.816 -0.347 1.610
H 5.943 0.672 2.524
H 5.560 -0.181 4.015
H 3.867 -0.335 0.551
H 1.076 -0.068 3.623
H 4.585 -2.807 2.950
I 4.419 3.748 1.376
C 3.508 2.766 -0.211
C 4.139 2.616 -1.432
C 3.459 1.940 -2.433
C 2.194 1.444 -2.175
N 1.597 1.563 -0.983
C 2.246 2.225 -0.024
H 5.128 3.022 -1.602
H 3.895 1.800 -3.412
H 1.621 0.960 -2.954
H 1.736 2.326 0.922
*
```


[2]
A cluster of 2 separate species, C4H11NO2S in total in a non-equilibrium geometry. Source: OMol25; level of theory: ωB97M-V/def2-TZVPD.

* orbital gap: 9.710 eV
* energy above the lowest of the compared OMol25 structures with the same formula, charge and spin: 28.8 kcal/mol
* SMILES: CC(=O)NCCS.O
* HOMO energy: -9.01 eV

Structure (ORCA input):
```
! RIJCOSX wB97M-V def2-TZVPD def2/J DEFGRID3
* xyz 0 1
C 2.636 0.466 -0.079
C 1.213 0.143 -0.530
O 0.542 1.001 -1.035
N 0.572 -0.977 -0.018
C -0.784 -1.285 0.008
C -1.372 -1.217 1.498
S -0.507 0.035 2.446
H 2.661 1.515 -0.011
H 3.086 -0.121 0.668
H 3.126 0.409 -1.035
H 1.177 -1.621 0.553
H -1.300 -0.487 -0.629
H -1.228 -2.198 -0.364
H -1.369 -2.237 1.938
H -2.418 -1.080 1.512
H -0.443 1.126 1.547
O -2.206 2.159 -1.893
H -1.293 1.960 -1.722
H -2.092 2.409 -2.854
*
```


[3]
The molecule C6H10 in a non-equilibrium geometry. Source: OMol25; level of theory: ωB97M-V/def2-TZVPD.

* orbital gap: 10.644 eV
* energy above the lowest of the compared OMol25 structures with the same formula, charge and spin: 59.8 kcal/mol
* SMILES: C=CC1CCC1
* HOMO energy: -9.40 eV

Structure (ORCA input):
```
! RIJCOSX wB97M-V def2-TZVPD def2/J DEFGRID3
* xyz 0 1
C -2.648 -0.148 -0.204
C -1.456 0.341 0.283
C -0.064 0.115 -0.281
C 0.793 -1.068 0.322
C 2.033 -0.251 -0.158
C 1.140 1.080 -0.029
H -2.883 -0.746 -1.211
H -3.533 -0.130 0.532
H -1.430 0.933 1.336
H -0.079 0.070 -1.388
H 0.727 -0.942 1.405
H 0.552 -2.003 -0.103
H 2.955 -0.481 0.563
H 2.362 -0.398 -1.235
H 1.521 1.919 -0.615
H 1.010 1.374 1.122
*
```


| no. | energy (eV) |
| --- | --- |
| 1 | -127214.3206 |
| 2 | -20746.0559 |
| 3 | -6381.2673 |